C35H37BCl4N3O4Re | ωB97M-V with the def2-TZVPD basis set

Output
* <S²>: 3.787
* energy: -3765.1402 a.u.
* lowest unoccupied orbital energy (alpha / beta): 0.09465 / 0.09457 hartree
* spin multiplicity: 4
* charge: -1

Each line ends with the Löwdin charge.
Positions of all 85 atoms, in Å:
1 Re 1.00 -0.11 -0.11  1.494
2 C 4.04 -0.18 1.13  -0.077
3 N 3.19 0.79 0.38  -0.345
4 C 3.96 1.18 -0.84  -0.071
5 C 2.85 1.96 1.18  -0.177
6 C 1.95 1.41 2.31  -0.243
7 C 1.96 1.88 3.62  -0.078
8 C 1.09 1.28 4.54  -0.123
9 C 0.20 0.31 4.16  -0.114
10 C 0.10 -0.10 2.85  -0.116
11 C 0.96 0.43 1.88  -0.240
12 H 5.05 0.22 1.20  0.090
13 H 4.12 -0.99 0.49  0.043
14 H 3.75 -0.57 2.06  0.084
15 H 4.80 1.79 -0.60  0.068
16 H 3.34 1.73 -1.57  0.059
17 H 4.28 0.28 -1.42  0.107
18 H 2.22 2.68 0.57  0.135
19 H 3.76 2.35 1.66  0.120
20 H 2.70 2.66 3.98  0.120
21 H 1.11 1.50 5.56  0.069
22 H -0.47 -0.13 4.87  0.089
23 H -0.57 -0.86 2.55  0.016
24 C 0.48 -5.62 -0.27  -0.002
25 C 1.59 -4.59 0.01  -0.475
26 C 2.41 -4.87 1.23  -0.035
27 O 0.91 -3.32 0.13  0.019
28 B 1.65 -2.23 -0.36  -0.570
29 O 2.77 -2.88 -0.97  0.003
30 C 2.59 -4.29 -1.23  -0.492
31 C 3.92 -5.04 -1.23  -0.023
32 C 1.94 -4.51 -2.56  -0.036
33 H -0.14 -5.64 0.61  0.075
34 H 0.85 -6.67 -0.37  0.098
35 H -0.07 -5.25 -1.13  0.079
36 H 1.84 -4.89 2.14  0.075
37 H 3.04 -3.97 1.44  0.106
38 H 2.97 -5.86 1.23  0.113
39 H 4.41 -4.74 -0.35  0.056
40 H 4.55 -4.67 -2.05  0.095
41 H 3.83 -6.13 -1.25  0.092
42 H 0.96 -4.06 -2.68  0.064
43 H 1.97 -5.60 -2.77  0.101
44 H 2.66 -3.96 -3.24  0.114
45 Cl -0.67 4.28 2.95  0.738
46 C -2.06 5.10 2.32  -0.558
47 C -2.85 5.79 3.24  -0.123
48 C -3.95 6.42 2.79  -0.113
49 C -4.29 6.33 1.45  -0.134
50 C -3.60 5.52 0.60  -0.576
51 Cl -4.08 5.48 -1.07  0.725
52 C -2.42 4.82 0.98  -0.343
53 N -1.71 4.03 0.20  0.075
54 C -2.36 2.96 -0.57  -0.230
55 C -3.42 2.28 -0.05  -0.036
56 C -4.11 1.35 -0.82  -0.074
57 C -3.72 1.16 -2.14  -0.079
58 C -2.60 1.82 -2.63  -0.036
59 C -1.89 2.72 -1.86  -0.183
60 C -0.60 3.32 -2.31  -0.049
61 C 0.61 2.47 -1.81  -0.639
62 O 1.57 2.31 -2.57  -0.012
63 O 0.43 2.07 -0.62  -0.161
64 H -2.56 5.68 4.24  0.078
65 H -4.56 7.06 3.39  0.089
66 H -5.18 6.84 1.01  0.111
67 H -0.83 3.67 0.60  0.098
68 H -3.74 2.49 0.93  0.113
69 H -4.84 0.71 -0.41  0.084
70 H -4.20 0.50 -2.90  0.115
71 H -2.24 1.53 -3.57  0.099
72 H -0.54 4.30 -1.84  0.108
73 H -0.57 3.51 -3.39  0.123
74 Cl -2.60 -1.57 1.08  0.689
75 C -2.49 -1.99 -0.61  -0.577
76 C -3.62 -2.70 -1.11  -0.139
77 C -3.64 -3.02 -2.45  -0.131
78 C -2.53 -2.67 -3.24  -0.116
79 C -1.41 -1.89 -2.79  -0.659
80 Cl -0.16 -1.55 -3.88  0.715
81 C -1.43 -1.51 -1.44  -0.418
82 N -0.45 -0.68 -0.92  -0.208
83 H -4.38 -3.10 -0.42  0.101
84 H -4.45 -3.53 -2.84  0.065
85 H -2.38 -2.99 -4.33  0.104